1.
{
  "formula": "C32H27N10O3STeW",
  "method": "the ωB97M-V functional and the def2-TZVPD basis",
  "symbols": ["N", "C", "C", "C", "C", "N", "H", "C", "N", "H", "C", "H", "C", "O", "O", "C", "H", "C", "C", "C", "H", "H", "H", "H", "C", "H", "C", "N", "C", "N", "H", "H", "C", "C", "C", "H", "C", "H", "H", "C", "N", "H", "C", "C", "C", "H", "W", "S", "H", "H", "C", "N", "H", "H", "C", "N", "H", "C", "H", "H", "N", "C", "H", "N", "C", "C", "H", "H", "C", "C", "H", "Te", "C", "C", "O"],
  "positions_angstrom": [[3.87, 0.07, -1.15], [0.06, 5.08, -0.47], [1.63, 0.55, 2.20], [-0.11, -2.78, -3.28], [2.62, -0.28, -0.92], [2.31, -1.58, -1.12], [-2.08, 5.16, -0.04], [-0.71, -2.86, 0.59], [-3.48, 0.43, 0.48], [0.92, -3.12, 2.08], [-2.50, -3.12, -4.64], [0.20, 6.15, -0.53], [4.72, 2.87, 3.94], [4.14, -0.60, 3.16], [-2.41, 0.57, -0.32], [3.53, 3.48, 3.52], [3.40, 4.55, 3.62], [0.92, 2.84, -0.56], [-4.68, 0.63, -0.12], [-2.15, -1.88, -4.14], [6.09, 1.06, -1.47], [-4.61, 0.85, -1.18], [-2.83, -1.04, -4.28], [-3.74, -3.50, -1.60], [-1.35, 3.17, -0.14], [0.84, -2.64, -2.78], [-2.33, -2.10, -0.89], [1.74, -0.76, 2.07], [-1.22, -4.17, 0.52], [0.70, -1.21, 1.28], [3.10, -2.20, -1.17], [-0.73, -4.95, 1.10], [-2.31, -4.42, -0.26], [2.54, 2.70, 2.98], [-3.33, 0.15, 1.79], [-6.64, 0.20, 2.57], [4.90, 1.51, 3.81], [1.44, -1.93, -0.78], [-1.93, -5.19, -4.82], [0.38, -2.47, 1.41], [5.43, 1.75, -1.16], [-2.73, -1.28, -1.45], [-0.96, -1.69, -3.44], [-0.46, -4.03, -3.76], [-4.52, 0.08, 2.55], [5.51, 3.48, 4.36], [-0.40, 0.16, 0.15], [-1.77, -0.10, 2.38], [-2.31, 2.72, 0.06], [1.61, 3.14, 2.63], [2.70, 1.31, 2.85], [-0.33, 2.31, -0.33], [5.82, 1.03, 4.12], [3.37, -1.03, 2.74], [-5.75, 0.27, 1.97], [-1.23, -1.82, -0.12], [2.12, 4.60, -0.84], [-1.66, -4.21, -4.44], [-4.42, -0.13, 3.61], [5.64, 2.72, -1.26], [1.65, 0.58, -0.54], [-5.84, 0.54, 0.59], [0.21, -4.87, -3.61], [3.24, 2.35, -0.88], [-1.22, 4.53, -0.20], [4.13, 1.39, -1.06], [-3.42, -3.25, -5.18], [-2.72, -5.42, -0.34], [-2.88, -3.35, -0.97], [3.90, 0.71, 3.26], [-6.78, 0.70, 0.10], [-0.52, 0.24, -2.69], [1.98, 1.93, -0.66], [1.12, 4.24, -0.65], [0.60, 1.17, 1.73]],
  "s_squared": 0.81,
  "spin_multiplicity": 2,
  "relative_energy_kj_mol": 51.0,
  "energy_ev": -74622.197,
  "e_homo_ev": [-5.25, -6.91]
}

2.
{
  "formula": "C32H27N8S2Sc",
  "method": "the ωB97M-V functional and the def2-TZVPD basis",
  "symbols": ["H", "C", "N", "C", "C", "C", "H", "C", "C", "C", "H", "C", "H", "H", "C", "C", "H", "Sc", "H", "C", "C", "C", "H", "H", "C", "H", "C", "S", "C", "H", "N", "S", "C", "N", "H", "H", "H", "H", "C", "C", "C", "H", "H", "H", "N", "H", "H", "H", "C", "C", "H", "C", "H", "N", "H", "C", "C", "C", "N", "C", "N", "C", "C", "C", "C", "H", "C", "H", "N", "H"],
  "positions_angstrom": [[-0.59, -0.86, -3.15], [3.03, -3.41, -0.07], [-1.57, -1.40, 1.67], [-1.45, -1.20, -2.59], [3.80, -0.74, 0.79], [1.34, 6.20, -0.62], [-2.62, -3.77, 3.69], [2.13, -2.35, -0.04], [3.75, -5.72, -0.78], [-2.39, -1.94, -0.53], [-1.21, -1.41, 3.72], [-5.18, -1.78, -3.09], [3.95, -3.33, 0.49], [1.61, 7.70, -2.11], [1.42, 4.84, -0.31], [2.48, 0.43, 2.10], [-5.69, -0.82, -2.98], [-0.21, 0.27, 0.62], [-5.80, -2.54, -2.62], [-2.75, -3.28, 1.55], [1.56, -4.65, -1.46], [-2.39, -3.12, 2.87], [2.31, 6.12, -3.87], [4.66, 0.88, 2.03], [0.89, -2.43, -0.70], [-3.31, -4.06, 1.05], [2.78, -4.57, -0.79], [2.01, 1.05, -2.24], [-2.06, 3.57, 3.76], [1.33, -5.54, -2.04], [2.54, -1.18, 0.67], [2.08, 2.31, -0.74], [1.85, 3.97, -1.32], [-1.23, 1.60, 1.89], [4.78, -5.37, -0.74], [3.59, -6.38, 0.07], [1.01, 6.90, 0.14], [-5.11, -2.00, -4.15], [-0.58, 2.88, 1.96], [-1.67, -1.92, 2.89], [-2.85, 2.38, 3.51], [-2.94, 0.56, 2.46], [3.64, -6.32, -1.69], [-2.34, 4.25, 4.56], [1.71, -0.46, 1.47], [2.04, 1.15, 2.76], [-0.29, -3.70, -1.95], [-2.81, -1.05, -4.23], [0.65, -3.61, -1.42], [-3.64, -2.02, -1.11], [2.47, 3.68, -3.33], [2.07, 5.76, -2.88], [-3.76, 2.20, 4.04], [1.12, 4.33, 0.95], [0.81, 5.04, 1.60], [-2.38, 1.48, 2.62], [2.16, 4.40, -2.59], [3.81, 0.29, 1.71], [-2.24, -2.25, 0.86], [1.68, 6.65, -1.89], [-0.01, -1.40, -0.62], [-3.81, -1.72, -2.46], [-2.70, -1.31, -3.18], [-1.26, -1.54, -1.25], [-0.96, 3.80, 3.02], [4.59, -1.16, 0.20], [0.36, 3.13, 1.03], [-4.50, -2.30, -0.51], [0.62, 2.14, 0.06], [-0.35, 4.67, 3.23]],
  "spin_multiplicity": 1,
  "relative_energy_kj_mol": 44.3,
  "energy_ev": -87915.816,
  "e_homo_ev": -5.33
}

3.
{
  "formula": "C32H27N9O2ReS2",
  "method": "the ωB97M-V functional and the def2-TZVPD basis",
  "symbols": ["N", "C", "C", "C", "C", "N", "H", "H", "C", "H", "H", "C", "N", "C", "C", "C", "H", "C", "Re", "H", "S", "H", "O", "N", "H", "C", "N", "C", "C", "H", "C", "H", "H", "C", "C", "C", "C", "C", "S", "C", "N", "H", "H", "C", "H", "C", "C", "H", "C", "O", "C", "C", "C", "H", "H", "C", "H", "C", "H", "H", "C", "N", "H", "H", "H", "H", "N", "C", "N", "H", "H", "C", "H"],
  "positions_angstrom": [[0.79, -2.41, 0.04], [-0.37, -8.27, -0.37], [4.77, -3.14, 1.15], [0.38, 2.18, -1.47], [2.12, -0.88, -2.51], [-3.15, 2.37, -2.28], [-3.20, 4.62, -1.21], [3.08, 1.05, -5.10], [4.17, -1.92, 1.43], [0.15, -5.04, -2.43], [2.15, -4.71, -0.35], [-0.76, -0.27, 4.14], [-3.35, 3.86, -0.57], [0.02, -5.93, -1.84], [0.77, -8.11, -1.15], [-1.15, -3.06, -0.74], [-0.53, -9.18, 0.20], [-0.39, 2.34, 0.84], [0.23, -0.42, -0.10], [-1.10, 1.72, -3.77], [-1.60, -1.36, -0.76], [-3.37, 4.06, 0.41], [-0.58, 3.52, 0.88], [0.11, 1.60, -0.24], [0.00, -1.71, 2.73], [2.59, 0.76, -4.18], [1.36, 0.00, -1.83], [-0.57, 1.45, 2.04], [-1.10, -6.10, -1.04], [-2.40, -2.25, -4.72], [-1.32, -7.26, -0.32], [3.35, -1.26, -4.20], [4.51, -5.09, 0.30], [-1.02, 1.94, 3.25], [-1.80, 0.91, -3.66], [2.74, -0.53, -3.69], [-3.27, 2.58, -0.94], [1.22, 1.25, -2.31], [-3.33, 1.35, 0.21], [2.84, -1.71, 1.08], [-2.17, -3.86, -0.99], [2.22, -1.87, -2.08], [5.80, -3.31, 1.43], [-3.70, -1.10, -3.45], [-4.46, -1.88, -3.38], [2.72, -3.94, 0.15], [0.95, -6.95, -1.89], [-2.98, 3.18, -2.86], [-2.95, 1.11, -2.90], [0.02, 3.25, -1.88], [-1.60, -0.31, -4.31], [-1.12, 1.06, 4.31], [-2.55, -1.32, -4.19], [1.67, 2.69, -3.81], [-3.09, -5.52, -1.14], [-3.91, 0.11, -2.80], [2.37, -0.77, 1.36], [2.12, -2.71, 0.44], [-4.81, 0.29, -2.23], [4.72, -1.14, 1.94], [1.82, 1.67, -3.48], [0.08, -3.41, -0.33], [-2.22, -7.38, 0.27], [-1.28, 2.98, 3.32], [1.82, -6.85, -2.52], [-0.72, -0.45, -4.92], [-2.16, -5.13, -1.04], [4.04, -4.14, 0.52], [-0.22, 0.16, 1.87], [-1.48, 1.41, 5.28], [1.50, -8.91, -1.19], [-0.31, -0.69, 2.91], [-0.83, -0.98, 4.95]],
  "s_squared": 0.78,
  "total_charge": 2,
  "spin_multiplicity": 2,
  "relative_energy_kj_mol": 27.4,
  "energy_ev": -74915.384,
  "e_homo_ev": [-12.80, -12.79]
}

4.
{
  "formula": "C32H27NO6P2V",
  "method": "the ωB97M-V functional and the def2-TZVPD basis",
  "symbols": ["C", "H", "C", "H", "H", "C", "O", "C", "H", "H", "H", "H", "H", "H", "C", "C", "C", "C", "H", "H", "C", "H", "C", "H", "C", "H", "H", "H", "O", "H", "H", "C", "C", "C", "C", "C", "H", "O", "C", "O", "C", "C", "C", "H", "N", "H", "C", "C", "H", "C", "H", "P", "C", "P", "H", "C", "H", "O", "H", "C", "H", "C", "V", "C", "O", "C", "C", "C", "C"],
  "positions_angstrom": [[1.32, -3.25, 1.04], [-3.40, -1.86, 5.23], [1.71, -4.28, 1.87], [2.57, -4.80, 3.77], [5.74, 2.41, -0.76], [-2.72, 1.50, 3.53], [0.03, 0.44, 1.10], [1.15, 1.49, -3.28], [-3.33, -2.05, -6.42], [-2.30, 4.54, 2.47], [2.82, -2.46, 4.52], [3.81, 3.56, 0.25], [-3.20, 0.77, -3.21], [1.63, -5.31, 1.54], [-3.18, 1.52, 4.84], [2.38, -2.67, 3.55], [0.32, -1.14, -1.11], [-2.83, -1.66, -5.54], [2.17, -0.61, 3.04], [-0.97, 2.89, -0.99], [-2.77, -0.08, -3.73], [-1.21, -3.06, -5.67], [2.54, 0.44, 0.04], [2.64, 2.56, -4.37], [-1.57, -0.67, -3.30], [-0.08, -2.21, -3.67], [-3.34, 2.45, 5.37], [-0.33, -1.99, -0.89], [-2.52, 3.82, 3.09], [-4.32, -0.15, -5.20], [1.11, -1.49, -1.79], [1.56, 3.84, -3.02], [1.46, -1.92, 1.46], [0.55, 3.93, -2.07], [-3.43, 0.28, 5.44], [4.79, 0.49, -0.81], [2.11, 4.73, -3.31], [-1.91, -1.47, 1.36], [2.24, -3.99, 3.13], [-1.83, 0.42, -0.78], [-2.36, 2.64, 2.64], [3.65, -0.23, -0.52], [-2.74, -0.82, 3.44], [3.63, -1.30, -0.70], [-2.52, 0.36, 2.87], [0.30, 4.89, -1.65], [2.59, 1.81, 0.31], [-2.38, -1.88, 2.45], [-3.80, 0.25, 6.46], [-3.21, -0.91, 4.74], [-2.94, -3.44, 3.44], [-0.70, 0.08, -1.98], [-3.39, -0.59, -4.85], [1.14, -0.56, 0.40], [1.74, 2.31, 0.75], [0.15, 1.58, -2.30], [5.65, -0.01, -1.24], [-1.93, 2.35, 1.49], [0.92, -3.50, 0.06], [-0.16, 2.80, -1.70], [1.37, 0.55, -3.78], [4.84, 1.85, -0.54], [-1.72, 0.44, 0.94], [-1.64, -2.23, -5.12], [-2.53, -3.14, 2.60], [1.87, 2.62, -3.62], [2.01, -1.63, 2.72], [-1.00, -1.75, -3.99], [3.75, 2.51, 0.02]],
  "s_squared": 0.76,
  "total_charge": 4,
  "spin_multiplicity": 2,
  "relative_energy_kj_mol": 0.0,
  "energy_ev": -91626.854,
  "e_homo_ev": [-19.25, -19.25]
}

5.
{
  "formula": "C32H27O5S",
  "method": "the ωB97M-V functional and the def2-TZVPD basis",
  "symbols": ["H", "C", "H", "C", "C", "H", "C", "H", "C", "C", "C", "C", "H", "C", "H", "C", "H", "C", "H", "C", "C", "C", "S", "C", "H", "C", "H", "C", "C", "C", "C", "C", "H", "H", "C", "O", "H", "H", "C", "H", "C", "C", "O", "C", "H", "O", "H", "H", "H", "H", "O", "C", "H", "H", "O", "C", "H", "H", "H", "C", "C", "C", "H", "H", "C"],
  "positions_angstrom": [[1.52, -1.45, -0.81], [2.22, -2.22, -0.50], [-4.34, 5.18, 2.72], [-0.49, 2.06, -0.94], [-2.52, 3.96, 3.78], [-4.27, 0.33, 1.59], [2.42, -4.93, 2.13], [-1.58, -2.66, 2.83], [-0.08, 3.39, -2.91], [4.27, -3.44, -0.77], [3.95, -4.24, 0.31], [-2.25, 0.66, 2.33], [1.48, -1.01, -4.42], [1.89, -3.01, 0.60], [5.20, -3.60, -1.30], [1.40, 2.37, -6.28], [-2.23, -0.34, 2.77], [0.95, 1.05, -4.31], [-3.46, 1.73, 0.86], [-0.53, 4.53, -2.24], [3.40, -2.43, -1.18], [0.27, -3.67, 2.46], [-3.06, 5.51, 2.96], [0.39, 3.51, -4.32], [-0.73, -6.04, 5.33], [1.46, -0.07, -4.95], [-1.26, 3.10, 0.76], [-1.28, -4.33, 4.16], [-0.44, -5.37, 4.53], [0.43, 0.93, -2.93], [1.94, 0.03, -6.24], [-0.06, 2.16, -2.25], [2.28, 1.32, -7.92], [-3.11, 3.93, 4.70], [0.63, -2.74, 1.34], [-2.76, 2.95, 2.90], [-1.29, 5.31, -0.40], [-1.26, 0.85, 1.90], [-0.95, 4.42, -0.92], [-0.54, 5.47, -2.75], [1.91, 1.25, -6.91], [2.76, -4.04, 0.99], [3.17, -5.82, 2.49], [-0.93, -3.48, 3.13], [-2.99, 0.10, 0.40], [-0.09, -1.80, 1.05], [3.65, -1.81, -2.03], [-3.32, 1.35, 4.09], [-1.57, 1.71, 4.07], [-2.22, -4.18, 4.68], [0.38, -0.12, -2.33], [-2.47, 1.63, 3.46], [-2.59, 5.24, 1.73], [4.61, -5.03, 0.63], [0.33, 4.57, -4.90], [0.76, -5.56, 3.86], [-0.45, 1.09, -0.45], [1.42, -6.37, 4.14], [1.36, 3.33, -6.79], [0.92, 2.28, -4.98], [-3.31, 0.72, 1.24], [1.12, -4.71, 2.83], [-1.46, 4.13, 4.00], [2.34, -0.84, -6.74], [-0.93, 3.19, -0.27]],
  "total_charge": 1,
  "spin_multiplicity": 1,
  "energy_ev": -54687.738,
  "e_homo_ev": -11.27
}

6.
{
  "formula": "C32H28AuF10P",
  "method": "the ωB97M-V functional and the def2-TZVPD basis",
  "symbols": ["F", "C", "C", "F", "H", "C", "C", "C", "C", "C", "H", "C", "H", "C", "H", "C", "C", "H", "C", "H", "H", "H", "F", "H", "C", "H", "C", "H", "C", "H", "C", "H", "C", "F", "H", "H", "C", "F", "H", "H", "C", "C", "H", "C", "F", "H", "H", "C", "H", "H", "H", "H", "C", "H", "C", "F", "C", "C", "F", "C", "C", "F", "H", "H", "C", "F", "H", "C", "Au", "P", "C", "C"],
  "positions_angstrom": [[0.45, 6.79, 3.42], [-0.45, 2.98, -2.88], [-4.29, -0.51, 1.42], [1.82, 5.66, 4.65], [2.79, 0.42, 2.24], [2.06, 3.91, 2.00], [-1.87, -3.07, -1.81], [0.43, 2.84, -5.20], [-0.23, 4.20, 2.70], [-5.65, -1.04, 1.75], [3.49, -5.26, -1.86], [-1.17, -2.95, 0.86], [-1.60, 2.67, 2.10], [3.02, -0.50, 1.70], [3.82, -0.30, 0.99], [-2.33, -3.61, 0.50], [-0.70, -2.42, -1.41], [4.66, -2.62, -0.80], [-0.55, 2.51, -1.58], [1.65, -3.90, 1.05], [-2.97, -4.09, 1.22], [3.21, -3.09, 1.23], [-6.55, -0.77, 0.79], [1.80, -3.48, -1.44], [3.74, -2.58, -1.39], [4.08, -5.08, -0.20], [0.14, 1.36, -1.20], [2.44, -5.67, -0.49], [1.71, 2.72, 1.38], [-0.99, 3.87, -3.18], [2.69, -3.53, -0.81], [3.08, 4.26, 1.96], [1.46, 5.91, 3.38], [-0.72, 2.61, -5.86], [-1.17, 3.03, -0.87], [1.72, 0.70, -4.13], [-2.08, 0.08, 2.15], [-5.64, -2.38, 1.89], [-1.35, 0.17, 2.94], [-0.09, -1.99, -2.19], [1.08, 4.64, 2.66], [0.97, 0.72, -2.11], [-4.66, -0.38, -0.69], [-0.57, 3.01, 2.08], [-6.12, -0.53, 2.90], [3.39, -1.23, 2.42], [-2.38, 0.39, -1.22], [-3.37, -0.35, 2.44], [-0.91, -2.93, 1.92], [3.99, -2.86, -2.42], [-0.98, 4.78, 3.21], [2.47, 2.15, 0.86], [0.40, 2.26, 1.42], [-2.15, -3.14, -2.85], [2.31, -3.15, 0.62], [1.42, 2.27, -5.91], [-0.33, -2.32, -0.07], [3.20, -4.97, -0.84], [0.63, 4.17, -5.22], [-3.94, -0.24, 0.11], [-2.66, 0.21, -0.19], [-3.81, -4.27, -1.22], [3.39, -1.55, -1.39], [-3.65, -0.57, 3.47], [0.36, 2.32, -3.79], [2.50, 6.52, 2.79], [1.54, -0.14, -1.81], [1.08, 1.19, -3.41], [1.34, -1.31, 0.71], [0.02, 0.73, 0.50], [-1.72, 0.36, 0.83], [-2.67, -3.65, -0.84]],
  "spin_multiplicity": 1,
  "relative_energy_kj_mol": 0.0,
  "energy_ev": -73795.665,
  "e_homo_ev": -8.67
}